2 unconnected molecules or ions with the total composition C6H14N2O2 at a distorted geometry. Source: the Open Molecules 2025 dataset; level of theory: the ωB97M-V functional and the def2-TZVPD basis.

CARTESIAN COORDINATES (ANGSTROEM)
1 C -2.75351 0.54084 -1.13209
2 H -1.00601 -0.32656 -0.24982
3 N 1.90580 1.50540 1.29998
4 H 2.17625 -1.47980 2.27271
5 H 0.32594 2.23783 0.20939
6 N -1.73103 -0.46364 -0.94306
7 H -2.75465 1.03974 -2.10003
8 C -0.39957 -2.27462 -1.83839
9 H 1.15904 -0.66635 3.40901
10 H -0.45317 -3.01934 -2.62786
11 C 1.36459 0.28918 1.52908
12 O 0.58150 -0.26464 0.77586
13 C -1.73293 -1.55916 -1.77188
14 H -0.12046 -2.77959 -0.91263
15 H 1.69294 3.37545 0.41946
16 H 2.85160 -0.13547 3.15638
17 H 2.34035 1.89697 2.11444
18 C 1.40618 2.34618 0.22073
19 H -3.73011 0.06646 -1.01089
20 H 0.37338 -1.52353 -1.93402
21 H -2.67455 1.29005 -0.34265
22 O -2.67825 -1.76132 -2.51210
23 H 1.91459 2.16861 -0.72539
24 C 1.94210 -0.50268 2.69378

Highest occupied orbital energy, eV: -8.8
DFT total energy, eV: -13524.965
Kohn-Sham gap, eV: 9.33
Energy above the lowest of the compared OMol25 structures with the same formula, charge and spin, kJ/mol: 63.6
Structure (SMILES): CNC(C)=O.CNC(C)=O

Here are the natural (NBO) charges for atoms 1 to 4, given in e: atom 1 (C): -0.411, atom 2 (H): 0.432, atom 3 (N): -0.601, atom 4 (H): 0.246